(1)
{
  "formula": "C37H58N9O15",
  "method": "wB97M-V/def2-TZVPD",
  "total_charge": -1,
  "total_energy_ev": -83409.143,
  "lumo_ev": -0.376,
  "orbital_gap_ev": 6.08,
  "e_homo_ha": -0.2371,
  "molar_mass_da": 868.92,
  "elements": ["C", "O", "O", "O", "H", "C", "C", "C", "C", "C", "C", "N", "O", "O", "H", "H", "H", "H", "H", "C", "C", "C", "C", "C", "C", "N", "O", "O", "H", "H", "H", "H", "H", "C", "C", "C", "C", "C", "C", "N", "O", "O", "H", "H", "H", "H", "H", "C", "O", "N", "C", "C", "H", "H", "H", "H", "H", "H", "H", "C", "O", "N", "C", "C", "H", "H", "H", "H", "H", "H", "H", "C", "O", "N", "C", "C", "H", "H", "H", "H", "H", "H", "H", "C", "O", "N", "C", "C", "H", "H", "H", "H", "H", "H", "H", "C", "O", "N", "C", "C", "H", "H", "H", "H", "H", "H", "H", "C", "O", "N", "C", "C", "H", "H", "H", "H", "H", "H", "H"],
  "xyz": [[0.076, -0.339, 0.245], [0.280, 0.393, 1.161], [-0.300, 0.229, -0.929], [0.045, -1.539, 0.279], [-0.332, 1.175, -0.558], [0.459, 5.047, 4.378], [0.778, 6.185, 3.312], [0.492, 6.006, 1.841], [-0.049, 4.634, 1.318], [-0.471, 3.618, 2.367], [-0.085, 3.813, 3.858], [-0.193, 4.464, -0.044], [-0.170, 5.484, -0.896], [-0.752, 3.429, -0.522], [0.643, 5.124, 5.390], [1.194, 7.125, 3.766], [0.577, 6.681, 1.084], [-1.008, 2.654, 1.922], [-0.182, 2.915, 4.317], [4.169, -0.666, 4.063], [3.182, -1.033, 3.000], [3.623, -2.140, 2.132], [4.928, -2.810, 2.102], [5.852, -2.296, 3.184], [5.507, -1.108, 4.034], [5.333, -3.861, 1.084], [6.205, -3.649, 0.292], [4.639, -4.823, 1.151], [3.736, 0.110, 4.834], [2.298, -0.338, 2.900], [2.963, -2.175, 1.285], [6.782, -2.863, 3.294], [6.292, -0.756, 4.649], [0.343, -6.445, 0.769], [-0.746, -7.446, 1.239], [-2.189, -6.939, 0.923], [-2.531, -5.559, 0.523], [-1.290, -4.537, 0.329], [0.037, -5.082, 0.340], [-3.911, -5.102, 0.244], [-4.837, -5.871, 0.655], [-4.053, -3.969, -0.275], [1.329, -6.821, 1.353], [-0.543, -8.423, 1.671], [-3.084, -7.641, 1.270], [-1.468, -3.533, 0.017], [0.813, -4.573, 0.287], [4.152, 2.912, -1.806], [4.856, 3.869, -2.194], [3.708, 3.012, -0.580], [2.556, 2.187, -0.175], [4.086, 4.087, 0.337], [3.745, 2.122, -2.375], [2.181, 2.541, 0.860], [2.818, 1.150, 0.132], [1.673, 2.305, -0.771], [5.361, 4.128, 0.456], [3.735, 4.015, 1.264], [3.849, 5.031, 0.010], [-3.641, 2.175, -0.078], [-4.291, 2.917, -0.742], [-4.117, 1.945, 1.251], [-3.445, 0.966, 2.169], [-5.175, 2.700, 1.841], [-2.727, 1.514, -0.299], [-2.913, 1.518, 2.943], [-2.659, 0.332, 1.801], [-3.997, 0.270, 2.754], [-5.323, 2.662, 2.941], [-6.077, 2.452, 1.217], [-4.885, 3.847, 1.691], [2.671, -3.597, -2.561], [3.069, -4.740, -2.836], [1.974, -2.879, -3.531], [1.339, -1.652, -3.133], [1.961, -3.274, -5.009], [2.655, -3.038, -1.713], [1.980, -1.338, -2.351], [0.500, -2.073, -2.405], [1.137, -1.195, -3.901], [1.059, -3.912, -5.007], [2.833, -3.810, -5.271], [1.776, -2.359, -5.640], [-0.603, 4.629, -3.933], [-0.753, 5.725, -4.533], [0.308, 3.734, -4.428], [0.445, 2.499, -3.635], [1.301, 3.919, -5.545], [-1.396, 4.360, -3.194], [0.793, 1.559, -4.010], [-0.420, 2.244, -3.243], [0.974, 2.621, -2.679], [1.648, 4.871, -5.421], [0.901, 3.728, -6.650], [2.088, 3.304, -5.427], [-2.322, -2.193, 2.909], [-3.217, -3.158, 2.703], [-2.261, -1.736, 4.154], [-1.116, -0.927, 4.595], [-3.214, -2.176, 5.238], [-1.692, -1.880, 2.086], [-1.401, -0.146, 5.386], [-0.497, -0.569, 3.810], [-0.576, -1.626, 5.393], [-3.316, -1.658, 6.180], [-3.017, -3.117, 5.329], [-4.176, -2.210, 4.638], [-4.794, -0.494, -3.910], [-5.419, -0.310, -2.848], [-3.493, -0.472, -4.065], [-2.790, -0.537, -5.369], [-2.670, -0.365, -2.872], [-5.285, -0.686, -4.937], [-1.707, -0.415, -5.199], [-3.132, 0.375, -5.806], [-2.695, -1.433, -6.012], [-2.518, 0.618, -2.790], [-1.658, -0.928, -2.871], [-3.127, -0.690, -1.969]]
}

=====

(2)
{
  "formula": "C37H60Br6CaN6O4SSi3",
  "method": "wB97M-V/def2-TZVPD",
  "total_charge": -2,
  "total_energy_ev": -529643.139,
  "lumo_ev": 3.566,
  "orbital_gap_ev": 5.34,
  "e_homo_ha": -0.0651,
  "molar_mass_da": 1288.75,
  "elements": ["Ca", "Br", "C", "C", "Br", "C", "Br", "C", "O", "C", "O", "C", "Br", "C", "C", "C", "C", "C", "C", "Br", "C", "C", "Br", "C", "O", "C", "N", "H", "H", "H", "H", "H", "H", "C", "O", "Si", "C", "C", "C", "Si", "C", "C", "C", "Si", "C", "C", "C", "H", "H", "H", "H", "H", "H", "H", "H", "H", "H", "H", "H", "H", "H", "H", "H", "H", "H", "H", "H", "H", "H", "H", "H", "H", "H", "H", "C", "C", "N", "H", "H", "H", "C", "C", "C", "C", "N", "C", "S", "N", "C", "C", "C", "C", "H", "H", "H", "H", "H", "H", "H", "H", "H", "H", "H", "H", "H", "H", "H", "H", "H", "H", "H", "H", "N", "N", "H", "H", "H", "H"],
  "xyz": [[-1.329, -1.120, 0.263], [-0.770, -8.276, 1.199], [-1.370, -6.556, 0.515], [-2.693, -6.382, 0.166], [-3.672, -7.937, -0.119], [-3.291, -5.111, 0.192], [-5.071, -4.898, -0.333], [-2.466, -3.919, 0.408], [-2.856, -2.676, 0.416], [-1.018, -4.156, 0.560], [-0.247, -3.129, 0.304], [-0.532, -5.478, 0.650], [1.317, -5.752, 0.963], [-4.905, -0.612, 2.476], [-3.667, -0.101, 3.060], [-3.856, 0.272, 4.455], [-2.804, 0.778, 5.115], [-1.654, 1.200, 4.397], [-0.600, 1.957, 4.970], [-0.514, 2.696, 6.699], [0.492, 2.325, 4.249], [0.676, 1.908, 2.954], [2.191, 2.607, 2.124], [-0.282, 1.095, 2.303], [-0.091, 0.634, 1.103], [-1.518, 0.755, 3.058], [-2.520, 0.044, 2.446], [-5.366, 0.161, 1.851], [-5.624, -0.848, 3.232], [-4.703, -1.524, 1.865], [-4.836, 0.174, 4.974], [-2.818, 0.881, 6.219], [1.271, 2.982, 4.711], [-3.555, -1.040, -2.045], [-2.907, 0.059, -1.345], [-3.277, 1.692, -1.791], [-4.641, 1.642, -3.079], [-4.093, 2.257, -0.148], [-1.667, 2.413, -2.419], [-1.434, 2.588, -4.216], [0.162, 3.373, -4.736], [-2.836, 3.615, -4.917], [-1.411, 0.916, -5.119], [-0.737, 3.725, -1.394], [-1.085, 5.471, -1.989], [1.139, 3.428, -1.446], [-1.217, 3.816, 0.436], [-4.313, -0.736, -2.744], [-4.077, -1.620, -1.284], [-2.809, -1.650, -2.530], [-5.481, 1.046, -2.583], [-4.395, 1.175, -4.042], [-4.930, 2.692, -3.311], [-5.082, 1.738, -0.176], [-4.244, 3.362, -0.076], [-3.577, 1.961, 0.796], [0.377, 4.274, -4.141], [0.233, 3.743, -5.753], [1.058, 2.725, -4.503], [-3.379, 4.219, -4.083], [-3.719, 3.056, -5.391], [-2.542, 4.406, -5.605], [-0.375, 0.564, -5.308], [-1.858, 1.089, -6.129], [-2.073, 0.230, -4.601], [-0.277, 5.868, -2.623], [-1.238, 6.204, -1.121], [-2.027, 5.448, -2.553], [1.471, 2.643, -2.235], [1.454, 3.008, -0.451], [1.679, 4.388, -1.535], [-2.116, 4.443, 0.507], [-0.345, 4.238, 0.971], [-1.548, 2.857, 0.798], [-0.344, -5.311, 4.457], [-0.607, -3.967, 4.050], [-0.903, -2.894, 3.634], [-1.089, -6.122, 4.116], [-0.214, -5.351, 5.553], [0.627, -5.623, 4.047], [7.331, 0.618, -3.413], [6.619, 1.849, -2.837], [5.837, 1.551, -1.538], [4.533, 0.720, -1.745], [4.091, -0.022, -0.575], [3.689, -1.332, -0.633], [3.295, -2.151, -2.067], [3.635, -2.028, 0.559], [3.750, -1.473, 1.908], [3.355, -2.548, 2.937], [3.491, -1.966, 4.409], [3.525, -3.082, 5.449], [7.614, 0.785, -4.449], [6.525, -0.132, -3.481], [8.157, 0.276, -2.821], [5.953, 2.300, -3.542], [7.354, 2.596, -2.512], [5.572, 2.523, -1.095], [6.406, 1.049, -0.726], [4.602, -0.087, -2.504], [3.791, 1.403, -2.127], [4.172, 0.413, 0.338], [3.101, -2.876, 0.444], [3.028, -0.640, 2.039], [4.780, -1.135, 2.091], [3.967, -3.463, 2.805], [2.334, -2.935, 2.707], [2.670, -1.213, 4.564], [4.430, -1.376, 4.406], [2.617, -3.700, 5.351], [3.580, -2.743, 6.486], [4.475, -3.618, 5.247], [-0.009, -1.655, -2.845], [-0.160, -0.492, -1.992], [0.669, -2.281, -2.395], [0.511, -1.315, -3.689], [-0.662, 0.249, -2.474], [0.714, -0.123, -1.668]]
}